Entry 1:
An isolated molecule of C4H9NO. Source: the Open Molecules 2025 dataset; level of theory: the ωB97M-V functional and the def2-TZVPD basis.

XYZ file:
```
15
Properties=species:S:1:pos:R:3
O -1.06367 -1.32665 -0.95415
N 0.28233 -0.15073 0.49490
C 0.56765 0.99278 -0.35732
C 1.02883 -0.26772 1.71449
C -0.52904 -1.18150 0.12150
C -0.57118 1.45585 -1.26235
H 0.62268 -1.06658 2.33037
H 0.69342 1.83437 0.32989
H -0.63724 -1.90937 0.94760
H 1.01082 0.63436 2.33000
H -0.40139 2.51300 -1.43434
H -1.53574 1.32014 -0.78456
H 1.47544 0.77734 -0.91839
H -0.55618 0.97034 -2.23057
H 2.05896 -0.58232 1.52968
```

Computed properties:
- Multiplicity: 1
- Maximum force: 0.016 Eh/bohr
- Relative energy (zero: lowest compared OMol25 entry of this formula, charge and spin): 0.930 eV
- HOMO energy: -9.33 eV


Entry 2:
A 11-piece molecular cluster, C31H62Br21F3O2P overall at a distorted geometry. Source: the Open Molecules 2025 dataset; level of theory: the ωB97M-V functional and the def2-TZVPD basis.

XYZ file:
```
120
Properties=species:S:1:pos:R:3
Br -8.05111 1.78132 -5.27656
Br -5.58021 4.75009 -3.36579
Br -10.13968 0.50911 -9.78037
Br 3.32991 0.15508 6.57830
Br 3.47517 4.33214 1.90202
Br -2.67828 3.71054 -1.33748
Br 5.13748 -4.00182 2.06874
Br 4.86255 -5.77854 -1.15449
Br 7.22907 -4.09288 -4.36515
Br -2.17114 2.99033 5.67140
Br 3.83527 4.45248 -1.76539
Br -6.34345 2.87385 -8.35775
Br 6.93763 -5.87399 -7.58408
Br -6.76601 -0.91048 -9.30570
Br 1.39699 2.36194 4.34310
Br -3.10140 -3.67376 7.58659
Br 7.60025 -0.80250 4.73914
Br -5.53922 4.40041 5.17317
Br -4.88092 0.40219 0.84512
Br 8.03697 -0.86339 1.07972
Br -1.35482 -2.63186 4.50538
P -1.05231 -0.02453 0.12387
F 0.30817 -2.94988 1.47884
F 0.32792 -4.77345 0.18534
F -1.65241 -4.06507 0.94765
O 0.79282 -2.42735 -1.36370
O -3.34247 0.83256 3.11904
C 9.04926 -1.54653 3.66951
C -0.41024 -3.58670 0.48006
C -8.16704 3.47598 -6.23141
C -4.27267 4.69860 -0.81509
C 4.25843 -0.46403 0.40065
C 3.59388 -4.86565 1.24652
C -5.00652 2.62264 5.77001
C -2.01371 -0.63026 1.69777
C -3.30644 0.24190 2.03311
C -3.18827 -1.98819 6.60951
C -9.60614 -1.27152 -9.19312
C -8.40032 -1.21391 -8.28918
C -8.14404 3.26534 -7.72405
C 3.45093 0.92987 0.32355
C -5.50012 4.16318 -1.50746
C 2.33088 2.77874 5.99984
C -3.80730 2.68778 6.68249
C 5.68008 -4.94916 -5.18062
C -0.52922 -2.78422 -0.88646
C 6.06457 -6.22962 -5.87774
C 3.98579 -6.14262 0.54827
C -0.10899 0.74968 -1.36593
C 9.36795 -0.66400 2.48898
C -3.15464 -2.21398 5.11928
C 4.51690 5.54784 0.79199
C 1.16506 1.64718 -0.92007
C 2.53861 0.82747 -0.99361
C 3.77512 5.90766 -0.47075
C -1.57815 -1.57642 -0.87216
C 4.90377 -0.75039 1.83304
C 3.63115 2.02071 6.10050
H 5.06264 -0.50687 -0.41593
H 5.47558 5.06595 0.60521
H -6.40533 4.56140 -1.04613
H -1.31690 -0.53730 2.59965
H -3.65685 1.73153 7.18665
H 3.11639 1.09127 -1.94344
H -0.80739 1.47941 -1.90669
H -2.36687 -1.70586 1.64349
H 3.13706 -4.13314 0.58241
H -4.83391 2.02450 4.87475
H 2.91278 -5.07437 2.07264
H 0.24525 -0.00124 -2.13900
H 4.67392 6.43342 1.40970
H -5.55057 3.07562 -1.51529
H 2.51660 3.85315 5.95938
H -9.11722 3.91277 -5.92101
H -2.36686 -1.37015 6.96900
H -0.93090 -3.54351 -1.64804
H -5.87359 2.23051 6.30391
H 4.86156 -1.88899 1.98752
H -3.79936 -3.02784 4.79147
H 5.00043 -5.15368 -4.35148
H -8.45914 -0.42548 -7.53968
H 1.64200 2.56433 6.81584
H 5.22482 -4.21634 -5.84441
H -1.76001 -1.26054 -1.96147
H 1.21225 2.49187 -1.69699
H 3.56885 -1.35093 0.17171
H 1.00412 2.16984 0.07695
H -3.42966 -1.30033 4.58707
H 4.25454 6.75145 -0.96997
H 4.24838 2.42305 6.90560
H 2.85781 1.10000 1.27591
H 8.74892 -2.55382 3.38455
H 0.19880 -0.59828 0.56700
H 4.20401 1.76715 0.11770
H -4.35202 4.55991 0.26423
H 5.17610 -6.81042 -6.12880
H -10.46998 -1.66347 -8.65454
H 2.24737 -0.27373 -1.08463
H -8.43500 4.17901 -8.24502
H 2.72494 6.14026 -0.30207
H 10.31316 -0.96174 2.03184
H -4.13585 -1.53639 6.90715
H -4.08110 5.74918 -1.02907
H -2.57674 -2.03220 -0.53768
H 6.01162 -0.49224 1.77151
H 4.66766 -6.76053 1.13038
H -2.26742 0.63227 -0.38268
H 3.10014 -6.72619 0.29339
H 0.66289 -2.36015 -2.33322
H -7.35060 4.10007 -5.87068
H 4.20377 2.02296 5.17416
H -0.76227 1.19580 0.86245
H -8.78164 2.44671 -8.05357
H -8.24991 -2.17260 -7.79044
H -3.87321 3.47869 7.42794
H 6.74541 -6.84842 -5.29549
H 9.90278 -1.60350 4.34661
H 4.38572 -0.24054 2.70191
H -9.44275 -1.86571 -10.09080
H 9.40938 0.39449 2.74010
```

Computed properties:
- Net charge: -1
- Multiplicity: 1
- Maximum force: 0.087 Eh/bohr
- HOMO energy: -4.21 eV